Computed, not measured: C4H4N2O2 as an isolated structure, with the ωB97M-V functional and the def2-TZVPD basis.

Geometry as XYZ:
```
12
Properties=species:S:1:pos:R:3:lowdin_charge:R:1
C -1.037 -0.295 0.020 -0.338
C 0.859 0.811 -0.058 -0.175
C 2.102 -0.069 0.152 -0.071
C 0.261 -0.520 -0.234 -0.244
H -1.744 -2.000 0.534 0.231
H -2.062 1.486 0.503 0.239
H 3.011 -0.135 -0.593 0.149
H 2.374 -0.081 1.364 0.180
N -1.156 1.076 -0.118 -0.037
N -0.004 1.844 0.022 0.080
O -2.169 -1.087 0.036 0.013
O 1.347 -1.322 -0.088 -0.027
```

Strongest force on any atom = 7.0 eV/Å
Energy relative to the best compared isomer or geometry (same formula, charge and spin) = 147.16 kcal/mol
Net charge = 0
HOMO energy = -8.61 eV

***

Computed, not measured: C32H31CrN8S as an isolated structure, with the ωB97M-V functional and the def2-TZVPD basis.

Geometry as XYZ:
```
73
Properties=species:S:1:pos:R:3:lowdin_spin:R:1
Cr -0.164 -0.200 -0.289 2.968
C -3.332 -0.347 -0.197 0.004
C -2.944 0.714 0.832 0.005
C -2.043 0.210 1.935 0.010
C -2.477 0.276 3.250 -0.003
C -1.647 -0.140 4.279 0.011
C -0.399 -0.646 3.950 -0.001
C -0.033 -0.691 2.622 0.012
N -0.817 -0.260 1.625 -0.002
N -2.217 -0.713 -1.110 -0.001
C -2.420 -2.102 -1.615 0.003
C -2.728 -3.166 -0.575 0.000
C -3.512 -4.257 -0.930 0.000
C -3.807 -5.212 0.031 0.000
C -3.312 -5.044 1.313 0.000
C -2.551 -3.915 1.577 0.000
N -2.275 -2.995 0.661 0.002
C -2.236 0.186 -2.283 0.005
C -0.912 0.275 -2.999 0.007
C -0.843 0.609 -4.339 -0.002
C 0.399 0.810 -4.922 0.008
C 1.532 0.654 -4.137 -0.001
C 1.384 0.287 -2.815 0.008
N 0.185 0.106 -2.250 -0.002
H -4.194 -0.006 -0.782 0.000
H -3.644 -1.227 0.350 0.000
H -3.864 1.089 1.279 0.001
H -2.465 1.561 0.346 0.002
H -3.461 0.668 3.463 0.000
H -1.977 -0.065 5.306 0.001
H 0.281 -0.989 4.716 0.000
H 0.936 -1.079 2.334 0.001
H -1.521 -2.384 -2.170 0.001
H -3.255 -2.104 -2.326 0.000
H -3.889 -4.356 -1.940 0.000
H -4.422 -6.066 -0.216 0.000
H -3.524 -5.761 2.093 0.000
H -2.153 -3.729 2.570 0.000
H -2.492 1.192 -1.944 0.001
H -3.016 -0.120 -2.987 0.001
H -1.753 0.725 -4.913 0.000
H 0.478 1.088 -5.964 0.000
H 2.520 0.806 -4.546 0.000
H 2.245 0.136 -2.177 0.000
N 3.171 -3.113 -0.024 0.035
C 2.289 -2.079 -0.073 0.053
S 0.632 -2.442 -0.489 0.001
N 2.691 -0.894 0.233 -0.006
N 1.740 0.082 0.264 0.184
C 2.135 1.341 0.557 0.151
C 3.547 1.709 0.808 0.012
C 4.368 0.997 1.686 0.012
C 5.699 1.345 1.842 -0.001
C 6.236 2.410 1.133 0.011
C 5.431 3.129 0.264 -0.001
C 4.100 2.781 0.100 0.014
C 1.130 2.328 0.462 0.117
C 1.289 3.639 0.979 0.040
C 0.341 4.593 0.749 0.072
C -0.773 4.256 -0.053 0.087
C -0.913 2.956 -0.454 0.029
N -0.052 1.963 -0.158 0.143
H 2.905 -3.997 -0.414 0.001
H 4.149 -2.895 0.050 0.000
H 3.952 0.183 2.256 0.000
H 6.321 0.778 2.522 0.000
H 7.275 2.683 1.268 0.001
H 5.839 3.962 -0.296 0.000
H 3.483 3.325 -0.604 0.001
H 2.177 3.866 1.552 0.001
H 0.444 5.590 1.153 0.003
H -1.507 4.995 -0.339 0.005
H -1.760 2.694 -1.078 0.000
```

Strongest force on any atom = 1.0 eV/Å
<S²> = 6.0538
Energy relative to the best compared isomer or geometry (same formula, charge and spin) = 6.75 kcal/mol
Multiplicity = 5
Net charge = +1
HOMO energy (spin up / spin down) = -7.81 / -9.83 eV

***

Computed, not measured: an isolated molecule of C6H8O2, with the ωB97M-V functional and the def2-TZVPD basis.

Geometry as XYZ:
```
16
Properties=species:S:1:pos:R:3:lowdin_charge:R:1
C -2.579 -0.114 -0.097 0.048
C -1.335 -0.186 -0.590 -0.121
C -0.121 -0.217 0.215 -0.537
O -0.225 -0.521 1.545 0.041
C 0.667 1.094 0.138 -0.111
C 1.976 1.309 0.004 0.036
C 1.066 -1.122 -0.553 -0.205
O 1.668 -1.940 0.069 0.082
H -2.862 -0.227 0.991 0.094
H -3.366 -0.142 -0.753 0.018
H -1.055 -0.183 -1.687 0.131
H 0.028 -1.427 1.713 0.106
H 0.073 1.821 0.678 0.113
H 2.593 0.398 -0.189 0.073
H 2.352 2.313 0.220 0.071
H 1.121 -0.856 -1.703 0.162
```

Strongest force on any atom = 4.9 eV/Å
Energy relative to the best compared isomer or geometry (same formula, charge and spin) = 74.17 kcal/mol
Net charge = 0
HOMO energy = -9.29 eV
Structure (SMILES) = C=CC(O)(C=C)C=O

***

Computed, not measured: an isolated ion of composition C4H9OS and charge -1, with the ωB97M-V functional and the def2-TZVPD basis.

Geometry as XYZ:
```
15
Properties=species:S:1:pos:R:3:lowdin_charge:R:1
O -0.793 2.035 -1.814 -0.339
C -1.206 2.277 -0.575 -0.597
C -0.421 1.442 0.486 -0.242
C -0.206 0.019 -0.045 -0.322
C 0.107 -0.968 1.063 -0.568
S 1.139 -2.375 0.454 0.622
H -2.296 2.006 -0.372 0.070
H -1.209 3.348 -0.231 0.066
H 0.581 1.909 0.477 0.095
H -0.801 1.493 1.513 0.087
H -1.044 -0.243 -0.695 0.107
H 0.613 0.095 -0.756 0.084
H -0.825 -1.397 1.435 0.061
H 0.619 -0.590 1.942 0.053
H 2.230 -1.643 0.298 -0.174
```

Strongest force on any atom = 1.3 eV/Å
Energy relative to the best compared isomer or geometry (same formula, charge and spin) = 31.71 kcal/mol
Net charge = -1
HOMO energy = -2.32 eV
Structure (SMILES) = [O-]CCCCS

***

| no. | total energy (eV) |
| --- | --- |
| 1 | -11282.158 |
| 2 | -84861.801 |
| 3 | -10443.510 |
| 4 | -17176.006 |